## one
DFT (ωB97M-V/def2-TZVPD) results for a structure of composition C11H16N2.

Last column: Mulliken charge in e.
Positions of all 29 atoms, in Å:
C 0.392 -0.263 0.382  0.941
C 1.219 -0.929 -0.655  -0.072
C -0.633 -0.221 -0.634  0.134
C -0.042 -0.580 1.771  -1.286
C 2.612 -0.417 -0.970  -1.171
C -2.158 -0.453 -0.412  -0.966
C -1.528 -0.402 1.995  -0.660
C 2.568 1.072 -0.620  -0.379
C -2.287 -1.196 0.920  -0.523
C 1.166 1.686 -1.169  -1.004
C 0.027 1.096 -0.287  -0.092
N 0.097 -1.164 -2.824  -1.566
N 0.301 -0.978 -1.591  1.162
H 0.356 -1.537 1.973  0.460
H 0.524 0.131 2.475  0.243
H 3.262 -0.963 -0.430  0.370
H 2.786 -0.593 -1.997  0.479
H -2.766 0.499 -0.276  0.301
H -2.475 -1.139 -1.177  0.389
H -1.848 -0.682 3.005  0.392
H -1.783 0.687 1.607  0.186
H 2.673 1.160 0.570  0.218
H 3.463 1.740 -1.053  0.365
H -3.430 -1.234 1.214  0.318
H -1.891 -2.301 0.831  0.306
H 1.362 2.724 -1.143  0.475
H 0.998 1.237 -2.211  0.312
H -0.617 1.748 0.299  0.405
H -0.854 -1.025 -3.065  0.261

The calculation puts the LUMO energy (alpha / beta) at 0.92 / 0.92 eV. Its HOMO energy (alpha / beta) is -0.277 / -0.277 Ha. The value obtained for the gap between HOMO and LUMO (alpha / beta) is 0.311 / 0.311 hartree.


## two
DFT (ωB97M-V/def2-TZVPD) results for the molecule C11H16N2.

Last column: Mulliken charge in e.
Positions of all 29 atoms, in Å:
C 2.389 -0.917 -0.769  -0.531
C 0.697 1.271 1.628  -1.080
C 2.279 0.402 -0.428  0.768
C 2.038 -1.732 0.408  -1.137
C 1.637 0.466 0.897  0.874
C 0.162 0.492 0.726  0.262
C 2.290 1.636 -1.286  -1.326
C -2.711 1.659 -0.134  -1.116
C -0.998 -2.578 -0.060  -0.843
C -2.174 0.444 0.716  -0.631
C -0.803 -1.162 -0.710  -1.043
N 1.944 -0.869 1.411  0.038
N -0.889 -0.053 0.228  0.151
H 2.725 -1.419 -1.744  0.454
H 0.729 1.627 2.617  0.394
H 1.564 2.375 -1.124  0.361
H 3.314 2.239 -0.976  0.272
H 2.371 1.541 -2.415  0.317
H -2.313 2.715 0.145  0.253
H -2.538 1.418 -1.138  0.337
H -3.853 1.698 -0.183  0.358
H -0.009 -2.685 0.543  0.220
H -1.893 -2.442 0.543  0.307
H -1.263 -3.346 -0.882  0.339
H -2.101 0.940 1.612  0.342
H -2.966 -0.427 0.694  0.343
H 0.114 -1.289 -1.201  0.376
H -1.451 -0.876 -1.456  0.703
H 1.712 -1.128 2.338  0.239

The calculation puts the LUMO energy at 0.77 eV. Its HOMO energy is -0.272 Ha. The value obtained for the gap between HOMO and LUMO is 0.301 hartree.


Result of the stability comparison: one is the most stable of them.


## one
DFT (ωB97M-V/def2-TZVPD) results for a cluster of 2 separate species, CH5NO in total.

Last column: Mulliken charge in e.
Positions of all 8 atoms, in Å:
C 1.190 -1.570 -0.534  -0.223
N 1.564 -0.972 0.502  -0.476
H 0.631 -2.497 -0.471  0.247
H 1.421 -1.247 -1.559  0.213
H 2.168 -0.167 0.402  0.241
O -2.328 1.981 0.177  -0.641
H -1.683 2.540 0.641  0.322
H -1.930 1.755 -0.675  0.316

The calculation puts the LUMO energy at 0.81 eV. Its HOMO energy is -0.367 Ha. The value obtained for the gap between HOMO and LUMO is 0.397 hartree. As for the SMILES: C=N.O.


## two
DFT (ωB97M-V/def2-TZVPD) results for a cluster of 2 separate species, CH5NO in total.

Last column: Mulliken charge in e.
Positions of all 8 atoms, in Å:
N -2.968 0.352 -0.160  0.020
O -2.605 -0.772 -0.027  -0.228
H -3.515 0.896 0.432  0.208
C 1.827 -0.096 -0.053  -0.886
H 2.079 0.342 0.910  0.230
H 1.315 0.638 -0.678  0.222
H 1.114 -0.931 0.093  0.200
H 2.753 -0.428 -0.517  0.233

The calculation puts the LUMO energy at -0.32 eV. Its HOMO energy is -0.334 Ha. The value obtained for the gap between HOMO and LUMO is 0.322 hartree. As for the SMILES: N=O.C.


Result of the stability comparison: one is the most stable of them.


## one
DFT (ωB97M-V/def2-TZVPD) results for the ion C3H2O3P with charge -1.

Last column: Mulliken charge in e.
Positions of all 9 atoms, in Å:
O 0.857 -0.688 2.991  -0.509
C 0.786 -0.375 1.840  0.933
C 0.608 -0.174 0.577  -0.973
C -0.760 -0.224 0.009  0.513
O -1.825 -0.398 0.522  -0.604
P -0.661 0.814 -1.582  -0.013
O 0.792 1.184 -1.780  -0.679
H 1.250 0.309 -0.325  0.391
H -1.046 -0.449 -2.252  -0.059

The calculation puts the LUMO energy at 3.76 eV. Its HOMO energy is -0.126 Ha. As for the net charge: -1. The value obtained for the gap between HOMO and LUMO is 0.264 hartree. As for the SMILES: O=C=CC(=O)P[O-].


## two
DFT (ωB97M-V/def2-TZVPD) results for the ion C3H2O3P with charge -1.

Last column: Mulliken charge in e.
Positions of all 9 atoms, in Å:
O -3.164 -0.517 -0.139  -0.460
C -2.011 -0.523 0.103  0.794
C -0.746 -0.440 0.331  -0.826
C 0.110 0.754 0.025  0.490
O -0.323 1.862 -0.188  -0.618
P 1.965 0.423 0.179  -0.038
O 2.289 -1.036 0.269  -0.647
H -0.130 -1.272 0.644  0.371
H 2.010 0.749 -1.224  -0.066

The calculation puts the LUMO energy at 3.59 eV. Its HOMO energy is -0.113 Ha. As for the net charge: -1. The value obtained for the gap between HOMO and LUMO is 0.244 hartree. As for the SMILES: O=C=CC(=O)P[O-].


Result of the stability comparison: two is the most stable of them.